ORCA calculation (ωB97M-V/def2-TZVPD) on a molecular structure, C18H20AuN2O4.

The value obtained for the energy relative to the best compared isomer or geometry (same formula, charge and spin) is 30.0 kJ/mol. The calculation puts the LUMO energy (alpha / beta) at -6.0 / -6.0 eV. As for the net charge: +1. For the orbital gap (alpha / beta), the calculation gives 0.1938 / 0.1938 Eh. The value obtained for the HOMO energy (alpha / beta) is -11.31 / -11.31 eV.

Last column: Mulliken charge in e.
CARTESIAN COORDINATES (ANGSTROEM)
Au  -0.653  -0.766  -0.938  0.74
O  3.044  -1.405  2.966  -0.62
C  3.752  -1.191  1.848  0.44
C  5.138  -1.121  1.991  -0.70
C  5.942  -0.911  0.894  -0.33
C  5.392  -0.764  -0.383  -0.90
C  4.030  -0.824  -0.536  -0.51
C  3.186  -1.035  0.569  0.56
C  1.749  -1.058  0.355  1.12
O  1.319  -0.837  -0.872  -0.62
N  0.923  -1.293  1.340  -1.04
N  -0.388  -1.181  0.966  0.18
C  -1.388  -1.285  1.776  0.46
C  -2.771  -1.169  1.467  0.29
C  -3.660  -1.241  2.567  -0.82
C  -5.011  -1.125  2.397  -0.77
C  -5.519  -0.934  1.107  -0.37
C  -4.688  -0.856  0.013  -0.52
C  -3.303  -0.976  0.165  0.72
O  -2.584  -0.925  -0.952  -0.79
H  2.096  -1.456  2.755  0.49
H  5.552  -1.239  2.983  0.46
H  7.015  -0.863  1.026  0.40
H  6.032  -0.608  -1.240  0.43
H  3.585  -0.716  -1.515  0.43
H  -1.098  -1.459  2.809  0.50
H  -3.245  -1.388  3.556  0.35
H  -5.678  -1.179  3.245  0.43
H  -6.587  -0.844  0.961  0.39
H  -5.079  -0.717  -0.985  0.47
C  1.395  2.450  -0.712  -1.17
C  0.889  1.903  -2.025  -0.18
O  -0.491  1.480  -1.860  -0.38
C  -1.366  1.896  -2.941  -0.29
C  -2.786  1.997  -2.444  -1.00
H  2.454  2.692  -0.794  0.39
H  1.281  1.719  0.090  0.17
H  0.852  3.351  -0.430  0.37
H  1.487  1.056  -2.358  0.13
H  0.920  2.663  -2.806  0.58
H  -1.275  1.194  -3.774  0.29
H  -1.018  2.870  -3.290  0.38
H  -3.173  1.032  -2.129  0.11
H  -3.421  2.366  -3.249  0.44
H  -2.850  2.695  -1.609  0.30

ORCA calculation (ωB97M-V/def2-TZVPD) on 7 unconnected molecules or ions with the total composition C32H34N7O6S2.

The calculation puts the LUMO energy at 2.0 eV. As for the net charge: -1. For the orbital gap, the calculation gives 0.3099 Eh. The value obtained for the HOMO energy is -6.39 eV.

Last column: Mulliken charge in e.
CARTESIAN COORDINATES (ANGSTROEM)
O  1.412  -0.221  3.417  -0.53
C  2.243  0.262  2.493  0.40
O  2.912  1.562  2.819  -0.44
C  2.659  -0.443  1.071  -0.46
S  1.296  -1.225  0.104  1.08
O  0.419  -0.045  -0.476  -0.74
O  0.338  -1.924  1.149  -0.72
N  1.598  -2.323  -1.136  -0.42
S  3.156  -2.681  -1.661  0.75
O  3.333  -4.251  -1.652  -0.65
O  4.391  -2.112  -0.967  -0.62
H  3.841  1.466  2.403  0.35
H  3.117  0.431  0.400  0.30
H  3.593  -1.144  1.318  0.43
H  3.272  -2.334  -3.047  0.14
N  1.732  3.134  1.011  0.11
C  1.991  4.442  1.227  -0.04
C  1.293  5.476  0.622  -0.68
C  0.269  5.151  -0.261  -0.14
C  -0.020  3.812  -0.505  -0.72
C  0.731  2.849  0.150  -0.67
H  2.801  4.645  1.921  0.30
H  1.543  6.509  0.835  0.37
H  -0.299  5.934  -0.755  0.35
H  -0.811  3.526  -1.188  0.44
H  0.541  1.791  -0.005  0.75
N  -5.114  -2.560  1.358  -0.63
C  -5.521  -2.308  0.094  -0.30
C  -4.663  -1.951  -0.934  -0.31
C  -3.306  -1.843  -0.651  -0.33
C  -2.857  -2.095  0.641  0.18
C  -3.790  -2.449  1.601  -0.65
H  -6.589  -2.402  -0.075  0.38
H  -5.044  -1.762  -1.931  0.31
H  -2.603  -1.564  -1.432  0.58
H  -1.805  -2.019  0.893  0.35
H  -3.489  -2.659  2.624  0.53
N  3.409  2.696  -3.616  -0.47
C  2.862  3.189  -2.483  -0.47
C  2.979  4.510  -2.082  0.29
C  3.704  5.381  -2.889  -0.64
C  4.281  4.903  -4.061  -0.29
C  4.106  3.566  -4.379  -0.38
H  2.309  2.470  -1.886  0.64
H  2.516  4.852  -1.163  0.24
H  3.818  6.424  -2.607  0.37
H  4.852  5.556  -4.711  0.36
H  4.533  3.146  -5.285  0.35
N  -4.342  -4.095  -3.432  -0.34
C  -3.604  -4.752  -2.510  0.08
C  -2.688  -5.745  -2.822  -0.79
C  -2.520  -6.089  -4.159  -0.22
C  -3.268  -5.432  -5.131  -0.38
C  -4.156  -4.451  -4.721  -0.29
H  -3.773  -4.450  -1.481  0.46
H  -2.120  -6.237  -2.041  0.37
H  -1.813  -6.863  -4.441  0.37
H  -3.161  -5.678  -6.181  0.36
H  -4.760  -3.907  -5.442  0.36
N  -3.838  -8.154  1.816  -0.61
C  -3.579  -6.846  2.031  -0.45
C  -4.276  -5.812  1.427  0.31
C  -5.300  -6.138  0.544  -0.05
C  -5.590  -7.476  0.300  -0.54
C  -4.839  -8.439  0.955  -0.24
H  -2.768  -6.643  2.726  0.40
H  -4.027  -4.779  1.640  0.03
H  -5.869  -5.355  0.050  0.39
H  -6.381  -7.763  -0.383  0.36
H  -5.028  -9.497  0.800  0.36
N  3.071  6.463  3.990  -0.33
C  3.377  7.768  3.825  -0.08
C  4.306  8.446  4.598  -0.55
C  4.959  7.746  5.606  -0.11
C  4.664  6.401  5.803  -0.54
C  3.723  5.809  4.976  -0.16
H  2.838  8.272  3.027  0.34
H  4.514  9.495  4.419  0.34
H  5.693  8.244  6.234  0.35
H  5.156  5.828  6.581  0.35
H  3.461  4.760  5.088  0.41

ORCA calculation (ωB97M-V/def2-TZVPD) on 11 unconnected molecules or ions with the total composition C42H76O30S8.

Its SMILES is O=C1C=CC(=O)C=C1.O=C1C=CC(=O)C=C1.O=C1C=CC(=O)C=C1.CCOS(C)(=O)=O.CCOS(C)(=O)=O.CCOS(C)(=O)=O.CCOS(C)(=O)=O.CCOS(C)(=O)=O.CCOS(C)(=O)=O.CCOS(C)(=O)=O.CCOS(C)(=O)=O. The calculation puts the LUMO energy at -1.8 eV. As for the net charge: 0. For the orbital gap, the calculation gives 0.2911 Eh. The value obtained for the HOMO energy is -9.69 eV.

Last column: Mulliken charge in e.
CARTESIAN COORDINATES (ANGSTROEM)
C  13.410  19.724  14.792  -0.29
C  13.801  18.725  13.930  0.16
C  14.153  17.372  14.295  -0.22
O  14.704  16.551  13.522  -0.04
C  13.843  17.104  15.630  0.03
C  13.460  18.055  16.501  0.33
C  13.242  19.479  16.211  -0.37
O  12.873  20.349  17.023  -0.45
H  13.329  20.712  14.363  0.61
H  13.929  18.975  12.887  -0.12
H  13.917  16.083  15.976  0.19
H  13.032  17.749  17.444  0.26
C  10.628  21.209  19.030  -0.02
C  10.312  21.817  20.161  -0.22
C  8.991  21.819  20.812  -0.07
O  8.610  22.525  21.760  -0.57
C  8.036  20.951  20.004  -0.35
C  8.355  20.335  18.908  -0.46
C  9.650  20.389  18.312  0.60
O  9.864  19.802  17.235  -0.51
H  11.626  21.334  18.637  0.38
H  11.119  22.376  20.612  0.46
H  7.031  20.912  20.399  0.39
H  7.696  19.660  18.382  0.38
C  15.347  17.190  21.058  -0.27
C  14.937  17.273  22.350  -0.32
C  14.124  18.413  22.836  -0.10
O  13.828  18.364  24.050  -0.63
C  13.643  19.261  21.725  -0.55
C  14.111  19.204  20.486  0.10
C  15.083  18.191  20.009  1.42
O  15.417  18.244  18.806  -0.76
H  15.791  16.280  20.682  -0.03
H  14.978  16.359  22.925  0.54
H  12.973  20.056  22.019  0.47
H  13.604  19.899  19.834  0.21
O  12.039  19.427  10.519  -0.48
S  11.732  20.715  11.132  1.26
O  10.908  20.769  12.329  -0.63
O  13.096  21.679  11.471  -0.28
C  14.159  21.750  10.556  -0.64
C  15.238  20.685  10.945  -0.15
C  10.950  21.874  9.873  -1.02
H  14.584  22.752  10.502  0.38
H  13.685  21.639  9.581  0.39
H  15.941  20.522  10.128  0.40
H  14.764  19.710  11.060  -0.55
H  15.861  20.874  11.819  0.36
H  10.696  21.238  9.025  0.36
H  11.715  22.544  9.480  0.33
H  10.108  22.474  10.221  0.34
O  16.654  14.161  16.305  -0.69
S  16.388  14.853  17.534  0.81
O  15.174  15.629  17.623  -0.14
O  16.515  13.772  18.800  -0.39
C  16.030  12.372  18.531  1.47
C  17.161  11.489  18.719  -1.65
C  17.791  15.825  18.039  -1.06
H  15.530  12.226  17.574  -0.16
H  15.377  12.140  19.372  -0.40
H  17.738  11.336  17.807  0.33
H  16.802  10.504  19.016  0.42
H  17.782  11.953  19.486  0.35
H  17.762  16.717  17.412  0.38
H  18.779  15.377  17.928  0.42
H  17.648  16.063  19.092  0.24
O  16.964  18.230  11.963  -0.49
S  17.168  17.555  10.669  1.10
O  17.857  18.268  9.552  -0.65
O  17.731  16.050  10.857  -0.39
C  17.257  15.122  11.757  0.43
C  17.766  15.466  13.116  -1.13
C  15.521  17.050  10.001  -0.97
H  17.615  14.159  11.392  0.40
H  16.181  14.948  11.762  -0.23
H  17.559  14.550  13.669  0.30
H  17.317  16.348  13.571  0.16
H  18.852  15.549  13.071  0.43
H  15.687  16.168  9.383  0.50
H  15.214  17.844  9.320  0.60
H  14.861  16.766  10.821  -0.07
O  13.655  14.451  8.017  -0.63
S  13.589  13.670  9.246  1.14
O  14.743  13.036  9.856  -0.62
O  12.917  14.617  10.402  0.03
C  11.969  15.593  10.052  -0.46
C  11.523  16.165  11.407  -0.84
C  12.340  12.393  9.066  -0.98
H  11.142  15.107  9.535  0.53
H  12.323  16.458  9.490  0.20
H  10.958  15.500  12.060  0.37
H  10.935  17.080  11.341  0.40
H  12.452  16.509  11.862  -0.13
H  12.470  11.742  9.930  0.31
H  12.578  11.802  8.182  0.38
H  11.316  12.764  9.028  0.31
O  10.861  16.068  17.588  -0.45
S  9.848  15.206  16.977  1.09
O  10.165  13.947  16.308  -0.64
O  8.724  14.921  18.106  -0.18
C  7.724  14.017  17.856  -0.25
C  7.231  13.333  19.106  -1.28
C  8.839  16.295  15.807  -0.97
H  8.042  13.310  17.089  0.42
H  6.869  14.542  17.431  0.27
H  8.090  12.911  19.626  0.27
H  6.467  12.576  18.928  0.37
H  6.810  14.022  19.839  0.32
H  8.035  15.596  15.578  0.39
H  9.503  16.663  15.025  0.36
H  8.391  17.083  16.412  0.25
O  12.092  11.064  14.873  -0.64
S  13.266  11.792  15.385  0.83
O  13.303  12.181  16.785  -0.42
O  14.657  10.899  15.061  -0.25
C  14.662  9.639  14.371  -0.22
C  14.029  8.585  15.160  -1.06
C  13.648  13.265  14.417  -0.48
H  15.710  9.385  14.215  0.31
H  14.294  9.772  13.354  0.27
H  14.660  8.198  15.960  0.32
H  13.560  7.799  14.568  0.32
H  13.237  8.953  15.812  0.30
H  14.441  13.781  14.958  -0.06
H  12.824  13.977  14.447  0.34
H  13.848  12.803  13.450  0.34
O  11.422  13.567  20.960  -0.55
S  12.816  13.943  21.229  1.10
O  13.167  15.000  22.218  -0.64
O  13.874  12.690  21.506  -0.30
C  13.361  11.338  21.348  -0.26
C  12.588  10.948  22.615  -1.22
C  13.490  14.671  19.697  0.03
H  14.149  10.596  21.213  0.39
H  12.730  11.227  20.466  0.31
H  13.327  10.743  23.389  0.30
H  12.024  10.044  22.381  0.38
H  11.900  11.758  22.858  0.36
H  12.949  15.600  19.514  0.35
H  13.210  13.933  18.946  0.12
H  14.555  14.779  19.903  -0.46
O  17.611  22.650  21.623  -0.64
S  17.146  21.258  21.423  1.07
O  16.517  20.567  22.509  -0.51
O  16.006  21.254  20.169  -0.17
C  15.867  22.437  19.373  -0.52
C  14.572  22.327  18.615  -0.41
C  18.522  20.215  20.653  -0.80
H  16.721  22.592  18.714  0.35
H  15.853  23.397  19.889  0.38
H  14.712  21.749  17.701  0.06
H  14.185  23.268  18.225  0.52
H  13.897  21.746  19.244  -0.17
H  18.920  20.770  19.803  0.35
H  18.180  19.236  20.317  0.12
H  19.402  20.101  21.285  0.42